a.
19
Properties=species:S:1:pos:R:3:nbo_charge:R:1 method="wB97M-V/def2-TZVPD" e_homo_ev=-7.58
C -2.64 0.09 -0.08 -0.66
C -1.29 -0.57 -0.19 -0.19
C -0.26 0.22 -0.99 -0.43
C 0.85 0.06 0.02 -0.09
C 2.03 -0.81 -0.26 -0.40
C 2.20 0.67 -0.04 -0.41
C 0.00 -0.10 1.24 -0.41
H -3.11 0.08 -1.08 0.23
H -2.57 1.15 0.21 0.19
H -3.32 -0.43 0.59 0.22
H -0.87 -1.16 0.70 0.28
H -0.03 -0.13 -2.01 0.21
H -0.55 1.28 -1.06 0.18
H 2.15 -1.18 -1.28 0.22
H 2.38 -1.49 0.51 0.21
H 2.43 1.30 -0.89 0.22
H 2.64 1.00 0.90 0.21
H -0.45 0.78 1.68 0.21
H 0.41 -0.77 2.03 0.21

---

b.
19
Properties=species:S:1:pos:R:3:nbo_charge:R:1 method="wB97M-V/def2-TZVPD" e_homo_ev=-8.40 smiles="C=C/C(=C/C)CC"
C -1.55 1.59 -1.37 -0.38
C -0.51 1.42 -0.56 -0.20
C -0.18 0.18 0.20 -0.05
C -1.02 -0.85 0.27 -0.15
C -0.73 -2.16 0.94 -0.65
C 1.22 0.19 0.74 -0.43
C 2.35 -0.06 -0.27 -0.61
H -1.52 2.43 -2.06 0.20
H -2.39 0.95 -1.52 0.19
H 0.16 2.25 -0.33 0.20
H -2.04 -0.73 -0.09 0.19
H 0.27 -2.14 1.37 0.21
H -0.97 -3.06 0.37 0.22
H -1.34 -2.26 1.85 0.21
H 1.31 1.08 1.37 0.21
H 1.32 -0.52 1.57 0.20
H 1.93 -0.77 -0.98 0.21
H 3.24 -0.40 0.23 0.21
H 2.57 0.85 -0.82 0.21

---

c.
19
Properties=species:S:1:pos:R:3:nbo_charge:R:1 method="wB97M-V/def2-TZVPD" e_homo_ev=-8.53 smiles="CC1=CC1.C=CC"
C 0.58 -0.06 1.64 -0.66
C 1.24 0.28 0.38 0.05
C 2.04 1.15 -0.16 -0.24
C 2.42 -0.28 -0.36 -0.44
H 1.67 0.09 2.15 0.26
H -0.14 0.69 2.02 0.22
H 0.05 -1.05 1.62 0.24
H 2.21 2.15 -0.49 0.22
H 2.30 -0.73 -1.34 0.18
H 3.22 -0.76 0.22 0.17
C -0.71 -0.77 -1.31 -0.41
C -1.73 -0.73 -0.47 -0.18
C -2.38 0.55 -0.06 -0.66
H -0.55 -1.66 -1.90 0.20
H -0.22 0.16 -1.60 0.20
H -2.32 -1.62 -0.32 0.19
H -3.13 0.72 -0.85 0.23
H -1.70 1.40 -0.10 0.22
H -2.84 0.46 0.92 0.21

---

d.
19
Properties=species:S:1:pos:R:3:nbo_charge:R:1 method="wB97M-V/def2-TZVPD" e_homo_ev=-6.85
C 1.00 -0.37 2.40 -0.63
C 0.27 -0.03 1.13 -0.03
C 0.82 0.65 -0.12 -0.40
C -0.26 -0.09 -0.93 -0.06
C -1.21 0.55 -1.90 -0.43
C -0.21 -0.48 -2.37 -0.42
C -0.57 -0.87 0.31 -0.46
H 1.44 0.52 2.85 0.22
H 1.78 -1.10 2.15 0.23
H 0.32 -0.84 3.13 0.23
H -0.57 1.20 1.77 -0.16
H 0.81 1.75 -0.12 0.22
H 1.83 0.27 -0.32 0.22
H -1.05 1.59 -2.19 0.21
H -2.25 0.25 -1.86 0.21
H 0.64 -0.13 -2.97 0.21
H -0.58 -1.46 -2.65 0.22
H -1.26 -1.67 0.56 0.22
H -0.96 0.28 1.14 0.39

---

Here are the energies relative to the best structure, in kJ/mol: a 288.3; b 0.0; c 293.5; d 475.3.

---

a.
19
Properties=species:S:1:pos:R:3:nbo_charge:R:1 method="wB97M-V/def2-TZVPD" e_homo_ev="-7.60 / -8.99"
C -3.07 0.54 0.05 -0.30
C -2.20 -0.10 -0.88 -0.48
C -0.69 0.03 -0.26 -0.35
C 0.28 -0.66 -1.25 -0.48
C 1.58 -0.53 -0.64 -0.01
C 2.46 -0.27 0.15 -0.02
C 3.15 0.22 1.31 -0.65
H -3.40 0.03 0.95 0.17
H 0.88 0.98 2.28 0.02
H -3.34 1.59 -0.06 0.18
H -2.35 -1.18 -0.97 0.21
H -2.17 0.38 -1.86 0.21
H -0.68 -0.43 0.73 0.21
H -0.45 1.09 -0.13 0.21
H -0.01 -1.72 -1.37 0.23
H 0.23 -0.18 -2.23 0.23
H 2.22 0.64 1.93 0.17
H 3.86 1.01 1.08 0.23
H 3.65 -0.57 1.87 0.23

---

b.
19
Properties=species:S:1:pos:R:3:nbo_charge:R:1 method="wB97M-V/def2-TZVPD" e_homo_ev=-8.01 smiles="C=C/C(=C/C)CC"
C -0.12 -1.64 -2.13 -0.40
C -0.06 -1.32 -0.83 -0.19
C 0.07 0.02 -0.20 -0.05
C 0.62 1.02 -0.91 -0.14
C 1.18 2.29 -0.29 -0.65
C -0.53 0.27 1.18 -0.43
C -1.10 -0.98 1.91 -0.61
H -0.64 -2.53 -2.45 0.20
H 0.59 -1.23 -2.85 0.19
H -0.35 -2.10 -0.13 0.19
H 0.93 0.71 -1.90 0.19
H 1.35 2.96 -1.13 0.22
H 0.51 2.71 0.46 0.22
H 2.14 2.00 0.14 0.22
H -1.37 0.94 1.01 0.21
H 0.20 0.70 1.86 0.21
H -0.28 -1.70 1.86 0.20
H -1.17 -0.78 2.98 0.21
H -1.98 -1.35 1.42 0.21

---

c.
19
Properties=species:S:1:pos:R:3:nbo_charge:R:1 method="wB97M-V/def2-TZVPD" e_homo_ev=-9.42 smiles="C=C=C.C=CCC"
C -1.45 0.26 -1.65 -0.52
C -1.94 0.81 -0.56 0.09
C -2.60 1.56 0.28 -0.48
H -1.27 0.84 -2.54 0.23
H -1.46 -0.82 -1.77 0.22
H -3.67 1.68 0.22 0.23
H -2.10 2.02 1.12 0.22
C 1.35 0.73 1.91 -0.41
C 0.74 0.14 0.90 -0.16
C 1.34 -0.40 -0.33 -0.45
C 1.31 -1.93 -0.36 -0.60
H 2.43 0.80 1.96 0.19
H 0.81 1.12 2.76 0.20
H -0.38 0.21 0.80 0.20
H 2.36 -0.03 -0.47 0.20
H 0.64 -0.04 -1.18 0.22
H 0.29 -2.29 -0.30 0.20
H 1.75 -2.31 -1.28 0.21
H 1.86 -2.34 0.48 0.21

---

d.
19
Properties=species:S:1:pos:R:3:nbo_charge:R:1 method="wB97M-V/def2-TZVPD" e_homo_ev=-9.34
C 1.25 1.14 -2.08 -0.84
C 1.63 -1.29 0.58 -0.40
C 0.49 -0.96 1.21 -0.17
C -0.09 0.41 1.39 -0.47
C -1.48 0.51 0.77 -0.22
C -1.88 -0.25 -0.44 -0.19
C -2.31 -0.73 0.70 -0.20
H 2.27 1.51 -1.95 0.22
H 0.59 1.83 -1.54 0.21
H 1.00 1.30 -3.14 0.21
H 1.88 -2.33 0.34 0.20
H 2.35 -0.60 0.17 0.19
H -0.02 -1.76 1.74 0.19
H 0.57 1.17 0.96 0.21
H -0.13 0.69 2.46 0.21
H -1.98 1.47 0.98 0.18
H -1.90 -0.49 -1.49 0.23
H 0.70 -0.20 -1.89 0.21
H -2.95 -1.43 1.22 0.23

---

Here are the energies relative to the best structure, in kJ/mol: a 467.4; b 0.0; c 90.7; d 286.9.

---

a.
19
Properties=species:S:1:pos:R:3:nbo_charge:R:1 method="wB97M-V/def2-TZVPD" e_homo_ev="-7.69 / -7.69"
C -2.79 0.59 0.23 -0.30
C -2.14 -0.10 -0.83 -0.48
C -0.60 -0.04 -0.34 -0.34
C 0.36 -0.75 -1.40 -0.49
C 1.64 -0.62 -0.79 0.07
C 2.43 -0.28 0.12 -0.09
C 3.26 0.10 1.09 -0.42
H -3.09 0.06 1.13 0.18
H 0.40 1.11 2.29 -0.01
H -2.87 1.67 0.24 0.18
H -2.40 -1.16 -0.93 0.21
H -2.18 0.41 -1.80 0.21
H -0.51 -0.56 0.61 0.21
H -0.29 1.00 -0.23 0.21
H 0.03 -1.79 -1.53 0.23
H 0.27 -0.22 -2.36 0.23
H 1.11 0.94 2.14 0.00
H 3.74 1.07 1.08 0.21
H 3.48 -0.57 1.92 0.21

---

b.
19
Properties=species:S:1:pos:R:3:nbo_charge:R:1 method="wB97M-V/def2-TZVPD" e_homo_ev=-9.10 smiles="C=C(C)C.C#CC"
C -1.92 0.75 -1.14 -0.43
C -1.51 0.01 -0.13 0.05
C -1.65 0.44 1.30 -0.66
C -0.97 -1.38 -0.33 -0.65
H -2.33 1.74 -0.99 0.19
H -1.85 0.42 -2.17 0.20
H -0.84 0.05 1.90 0.22
H -2.59 0.06 1.70 0.22
H -1.67 1.52 1.39 0.21
H -0.92 -1.64 -1.38 0.21
H -1.60 -2.10 0.19 0.21
H 0.03 -1.45 0.10 0.22
C 1.13 1.16 -0.11 -0.26
C 2.14 0.51 -0.07 0.00
C 3.33 -0.32 -0.04 -0.69
H 0.31 1.79 -0.15 0.24
H 4.21 0.30 -0.21 0.24
H 3.28 -1.09 -0.80 0.24
H 3.42 -0.79 0.94 0.24

---

Here are the energies relative to the best structure, in kJ/mol: a 345.5; b 0.0.

---

a.
19
Properties=species:S:1:pos:R:3:nbo_charge:R:1 method="wB97M-V/def2-TZVPD" e_homo_ev=-8.38 smiles="C=C(C)C(=C)CC"
C -1.54 1.46 0.16 -0.40
C -0.30 1.00 0.01 -0.01
C 0.63 1.74 -0.94 -0.64
C 0.14 -0.27 0.65 0.00
C -0.07 -0.52 1.95 -0.40
C 0.95 -1.28 -0.19 -0.43
C 0.04 -1.93 -1.21 -0.62
H -2.14 1.36 1.06 0.20
H -2.00 2.06 -0.63 0.19
H 1.00 1.00 -1.65 0.21
H 1.50 2.10 -0.39 0.23
H 0.02 2.47 -1.45 0.22
H 0.49 -1.38 2.31 0.18
H -0.56 0.04 2.73 0.20
H 1.76 -0.63 -0.50 0.21
H 1.29 -2.08 0.47 0.21
H -0.71 -2.55 -0.70 0.21
H -0.67 -1.22 -1.67 0.21
H 0.48 -2.53 -2.01 0.22

---

b.
19
Properties=species:S:1:pos:R:3:nbo_charge:R:1 method="wB97M-V/def2-TZVPD" e_homo_ev=-7.82
C 0.50 -1.64 -1.84 -0.60
C -0.09 -0.29 -1.40 -0.43
C -0.66 -0.36 -0.01 -0.18
C 0.29 -0.49 1.19 -0.42
C -0.01 0.83 1.85 -0.28
C 0.20 2.00 0.94 -0.50
C -1.17 1.39 1.01 -0.20
H 0.93 -1.56 -2.84 0.22
H -0.28 -2.41 -1.86 0.21
H 1.29 -1.97 -1.15 0.21
H 0.70 0.47 -1.45 0.21
H -0.87 0.01 -2.11 0.21
H -1.49 -1.08 0.05 0.22
H 1.34 -0.63 0.90 0.20
H 0.01 -1.34 1.82 0.22
H 0.01 0.96 2.93 0.21
H 0.21 2.98 1.42 0.24
H 0.86 1.94 0.08 0.21
H -1.55 0.66 0.15 0.27

---

Here are the energies relative to the best structure, in kJ/mol: a 0.0; b 282.4.

---

a.
7
Properties=species:S:1:pos:R:3:nbo_charge:R:1 method="wB97M-V/def2-TZVPD" e_homo_ev=-10.00 smiles=C#[N+][O-].O
C 2.42 -1.26 -0.25 -0.08
N 2.43 -0.11 -0.12 0.23
O 2.58 1.00 0.24 -0.38
H 1.95 -2.03 -0.78 0.24
O -0.51 0.77 -0.03 -0.96
H -0.15 1.53 -0.49 0.48
H -1.50 0.90 0.10 0.48

---

b.
7
Properties=species:S:1:pos:R:3:nbo_charge:R:1 method="wB97M-V/def2-TZVPD" e_homo_ev=-9.29 smiles="O=CNO"
O 1.53 -0.77 -0.10 -0.60
C 0.89 0.22 -0.05 0.49
N -0.46 0.32 -0.18 -0.33
O -1.35 -0.68 -0.04 -0.54
H 1.23 1.23 0.27 0.11
H -1.09 1.20 0.01 0.39
H -0.75 -1.53 0.10 0.48

---

Here are the energies relative to the best structure, in kJ/mol: a 97.5; b 0.0.

---

a.
7
Properties=species:S:1:pos:R:3:nbo_charge:R:1 method="wB97M-V/def2-TZVPD" e_homo_ev="-8.25 / -8.25"
C 0.11 0.34 -0.12 -0.38
N -2.40 -0.63 0.47 0.08
O -4.41 0.39 -0.24 -0.36
O -3.13 0.13 -0.05 0.06
H -0.28 1.32 0.25 0.20
H 0.66 -0.41 0.54 0.22
H -0.33 0.15 -1.03 0.18

---

b.
7
Properties=species:S:1:pos:R:3:nbo_charge:R:1 method="wB97M-V/def2-TZVPD" e_homo_ev="-10.27 / -9.89"
C 0.25 -0.11 -0.01 -0.59
N 1.43 -0.78 -0.25 -0.01
O 3.78 -0.04 0.04 -0.10
O 2.63 0.34 0.21 -0.03
H -0.46 -0.13 -0.88 0.25
H -0.51 -0.76 0.48 0.25
H 0.62 0.94 0.33 0.24

---

Here are the energies relative to the best structure, in kJ/mol: a 316.6; b 0.0.

---

a.
17
Properties=species:S:1:pos:R:3:nbo_charge:R:1 method="wB97M-V/def2-TZVPD" e_homo_ev=-9.10 smiles=c1ccc(-c2ncco2)nc1
C -0.32 2.48 -1.58 -0.24
C -1.19 2.19 -0.52 -0.19
C -1.02 1.05 0.18 -0.24
C 0.15 0.27 -0.25 0.18
C 0.35 -1.02 0.55 0.46
N 1.49 -1.56 0.94 -0.45
C 1.14 -2.69 1.56 -0.08
C -0.15 -2.85 1.62 0.06
O -0.71 -1.76 0.95 -0.42
N 0.95 0.48 -1.17 -0.38
C 0.72 1.64 -1.82 0.02
H -0.45 3.48 -2.27 0.23
H -1.91 2.96 -0.30 0.22
H -1.57 0.49 0.97 0.25
H 1.89 -3.52 1.86 0.21
H -0.74 -3.46 1.88 0.16
H 1.35 1.81 -2.60 0.19

---

b.
17
Properties=species:S:1:pos:R:3:nbo_charge:R:1 method="wB97M-V/def2-TZVPD" e_homo_ev=-8.99
C -2.75 -0.22 0.11 -0.64
C -3.72 -0.93 0.31 -0.10
C 2.36 0.71 0.14 -0.34
C 1.07 1.27 0.04 -0.05
C 2.50 -0.66 0.16 0.14
C -0.05 0.42 0.10 -0.35
C 0.23 -0.96 -0.09 0.47
C -1.34 0.93 -0.08 0.61
N 1.50 -1.46 -0.12 -0.47
N -0.74 -1.86 -0.22 -0.72
O -1.68 2.22 -0.16 -0.63
H 3.28 1.30 0.23 0.23
H 0.71 2.33 -0.07 0.24
H 3.52 -1.09 0.37 0.21
H -1.71 -1.40 -0.17 0.43
H -0.62 -2.94 -0.12 0.44
H -2.56 2.35 -0.41 0.52

---

Here are the energies relative to the best structure, in kJ/mol: a 0.0; b 392.7.

---

a.
8
Properties=species:S:1:pos:R:3:nbo_charge:R:1 method="wB97M-V/def2-TZVPD" e_homo_ev=-9.47 smiles="PC1=NC1"
P 1.87 -0.40 0.05 0.33
C 0.06 -0.65 -0.07 -0.04
N -0.97 -1.38 0.22 -0.29
C -1.19 0.07 -0.12 -0.34
H 1.67 0.47 1.22 0.01
H 1.76 0.71 -0.70 -0.02
H -1.44 0.94 0.47 0.18
H -1.75 0.23 -1.07 0.17

---

b.
8
Properties=species:S:1:pos:R:3:nbo_charge:R:1 method="wB97M-V/def2-TZVPD" e_homo_ev=-9.98 smiles=N#CCP
N -2.45 0.42 -0.25 -0.34
C -1.41 -0.09 -0.11 0.27
C 0.06 -0.74 0.05 -0.78
P 1.43 0.58 -0.18 0.31
H 0.10 -1.45 0.98 0.28
H 0.12 -1.43 -0.94 0.27
H 1.75 1.12 1.05 -0.02
H 0.41 1.58 -0.60 0.02

---

c.
8
Properties=species:S:1:pos:R:3:nbo_charge:R:1 method="wB97M-V/def2-TZVPD" e_homo_ev=-9.23 smiles="P[C@H]1C=N1"
P -1.64 0.33 -0.22 0.21
C 0.29 0.63 0.42 -0.34
C 1.32 -0.30 0.07 0.05
N 1.32 0.69 -0.69 -0.29
H -1.74 -0.89 0.47 -0.03
H -1.56 -0.32 -1.46 -0.02
H 0.42 1.19 1.38 0.21
H 1.59 -1.32 0.02 0.21

---

d.
8
Properties=species:S:1:pos:R:3:nbo_charge:R:1 method="wB97M-V/def2-TZVPD" e_homo_ev="-8.33 / -8.22"
C -0.58 -0.42 1.72 0.02
C -0.73 -0.92 0.45 -0.10
N -1.60 0.09 1.19 -0.28
P 1.22 0.41 -1.31 -0.02
H 0.17 0.11 2.38 0.22
H -0.99 -1.80 -0.07 0.21
H 0.42 1.48 -1.00 -0.04
H 0.67 0.05 -2.60 -0.03

---

Here are the energies relative to the best structure, in kJ/mol: a 127.4; b 0.0; c 154.7; d 408.7.